No. 1
Entry from OMol25: a molecular structure, C36H31Cl2CoF6GeN3O8S2 (the ωB97M-V functional and the def2-TZVPD basis).

```
! wB97M-V def2-TZVPD RIJCOSX def2/J DEFGRID3
* xyz -2 2
Co 1.801 -0.662 -0.392
F 2.248 4.214 3.106
C 2.453 3.378 2.073
F 3.691 2.882 2.209
F 2.438 4.120 0.960
S 1.139 2.022 2.080
O 1.549 1.125 1.039
O -0.058 2.786 1.918
N 1.340 1.583 3.585
S 1.709 0.128 4.055
O 1.430 -0.937 3.154
O 1.363 -0.042 5.436
C 3.592 0.208 4.198
F 4.056 -0.859 4.877
F 3.948 1.298 4.897
F 4.260 0.243 3.039
Cl 0.076 0.048 -4.964
C 1.441 0.787 -4.170
C 2.299 1.550 -4.951
C 3.421 2.119 -4.388
Cl 4.432 3.128 -5.395
C 3.794 1.870 -3.055
C 4.963 2.331 -2.417
C 5.181 1.942 -1.104
C 4.328 1.048 -0.483
N 3.235 0.546 -1.083
C 2.919 1.043 -2.307
C 1.651 0.601 -2.792
O 0.843 0.046 -1.949
H 2.088 1.710 -5.998
H 5.660 2.973 -2.936
H 6.060 2.291 -0.577
H 4.522 0.706 0.522
C -2.007 -0.541 1.536
O -1.632 -0.827 0.229
H -1.104 -0.560 2.151
H -3.657 -1.843 1.255
H -2.457 0.448 1.649
C 6.247 -2.211 -0.096
C 5.306 -2.552 1.067
C 4.005 -1.939 0.881
N 2.997 -1.418 0.691
H 7.223 -2.669 0.065
H 6.373 -1.133 -0.183
H 5.839 -2.577 -1.037
H 5.724 -2.193 2.011
H 5.171 -3.633 1.138
O -0.637 -3.911 -0.562
C -0.025 -2.982 -1.097
O 1.008 -2.416 -0.609
C -0.475 -2.569 -2.520
C -1.883 -1.976 -2.493
Ge -2.332 -0.383 -1.347
C -2.311 1.615 -1.519
C -1.813 2.355 -2.582
C -1.698 3.733 -2.497
C -2.117 4.398 -1.356
C -2.690 3.680 -0.320
C -2.786 2.301 -0.406
C -4.369 -0.665 -1.273
C -5.284 0.336 -1.596
C -6.649 0.089 -1.633
C -7.138 -1.177 -1.352
C -6.246 -2.193 -1.040
C -4.885 -1.931 -1.001
C -3.009 -1.606 2.108
C -2.226 -2.797 2.539
C -2.111 -3.141 3.848
C -2.799 -2.439 4.859
C -3.668 -1.391 4.505
C -3.820 -1.017 3.209
H -0.516 -3.481 -3.125
H 0.254 -1.886 -2.943
H -2.545 -2.736 -2.073
H -2.232 -1.752 -3.505
H -1.523 1.861 -3.491
H -1.263 4.284 -3.322
H -2.001 5.471 -1.274
H -3.037 4.178 0.575
H -3.237 1.753 0.409
H -4.923 1.331 -1.831
H -7.341 0.885 -1.883
H -8.203 -1.376 -1.388
H -6.615 -3.189 -0.827
H -4.205 -2.738 -0.752
H -1.660 -3.305 1.767
H -1.485 -3.975 4.138
H -2.645 -2.686 5.900
H -4.246 -0.897 5.280
H -4.517 -0.233 2.935
*
```

Its LUMO energy (spin up / spin down) is 4.0 / 4.0 eV. The expectation value of S² is 0.788.

=====

No. 2
Entry from OMol25: a molecular structure, C36H31Cl3N4O3PPdS2 (the ωB97M-V functional and the def2-TZVPD basis).

```
! wB97M-V def2-TZVPD RIJCOSX def2/J DEFGRID3
* xyz 1 3
Pd -2.308 -1.646 -0.353
O -5.503 -1.229 1.942
C -4.711 -0.863 1.108
O -4.307 -1.586 0.088
C -4.096 0.533 1.145
P -2.297 0.414 0.930
C -1.670 2.085 0.657
C -1.055 2.814 1.676
C -0.715 4.142 1.465
C -0.984 4.747 0.247
C -1.586 4.024 -0.774
C -1.923 2.695 -0.575
C -1.601 -0.175 2.492
C -2.411 -0.599 3.543
C -1.831 -1.052 4.723
C -0.452 -1.074 4.859
C 0.362 -0.665 3.807
C -0.210 -0.230 2.623
H -4.349 1.078 2.053
H -4.479 1.085 0.283
H -0.866 2.363 2.639
H -0.249 4.706 2.263
H -0.720 5.785 0.088
H -1.793 4.496 -1.725
H -2.394 2.139 -1.380
H -3.491 -0.585 3.458
H -2.463 -1.388 5.534
H -0.008 -1.413 5.786
H 1.439 -0.680 3.912
H 0.428 0.100 1.810
Cl 7.218 4.633 -2.407
C 6.015 3.398 -2.542
C 6.246 2.296 -3.347
C 5.261 1.326 -3.439
C 4.058 1.419 -2.745
C 3.049 0.300 -2.887
C 2.936 -0.497 -1.575
N 1.733 -1.321 -1.529
C 1.633 -2.683 -1.711
C 0.314 -2.981 -1.623
N -0.404 -1.822 -1.388
C 0.492 -0.851 -1.317
O 1.748 0.724 -3.215
C 1.636 1.424 -4.451
C 0.235 1.920 -4.549
C -0.136 3.229 -4.558
Cl 0.896 4.595 -4.426
S -1.829 3.443 -4.704
C -2.079 1.750 -4.721
C -0.908 1.066 -4.641
C 3.870 2.542 -1.944
Cl 2.407 2.778 -1.023
C 4.830 3.533 -1.839
H 7.172 2.208 -3.896
H 5.426 0.468 -4.081
H 3.422 -0.365 -3.678
H 2.927 0.170 -0.716
H 3.798 -1.153 -1.476
H 2.495 -3.296 -1.910
H -0.172 -3.935 -1.739
H 0.285 0.199 -1.186
H 1.861 0.736 -5.276
H 2.346 2.252 -4.492
H -3.076 1.353 -4.822
H -0.843 -0.014 -4.655
H 4.656 4.398 -1.216
N -0.541 -5.405 5.404
C -1.634 -4.676 5.119
S -2.771 -4.244 6.207
C -1.710 -4.235 3.685
C -2.931 -4.178 3.029
C -2.974 -3.708 1.733
N -1.876 -3.280 1.083
C -0.703 -3.325 1.723
C -0.572 -3.818 3.005
H -0.426 -5.744 6.345
H 0.053 -5.774 4.683
H -3.840 -4.474 3.533
H -3.910 -3.636 1.197
H 0.157 -2.960 1.175
H 0.400 -3.808 3.478
*
```

The value obtained for the relative energy (zero: lowest compared OMol25 entry of this formula, charge and spin) is 6.9 kcal per mole. Its LUMO energy (spin up / spin down) is -2.9 / -4.8 eV. The expectation value of S² is 2.008.

=====

No. 3
Entry from OMol25: a molecular structure, C36H31GeMoN3O2S (the ωB97M-V functional and the def2-TZVPD basis).

```
! wB97M-V def2-TZVPD RIJCOSX def2/J DEFGRID3
* xyz 0 3
Mo -0.417 1.832 -0.596
C 1.569 -2.664 6.270
C 0.934 -1.661 5.358
C 0.357 -0.504 5.867
C -0.218 0.434 5.026
C -0.209 0.210 3.664
C 0.383 -0.922 3.134
C 0.942 -1.857 3.981
S -0.797 1.447 2.515
O -0.623 2.758 3.092
O -2.118 1.137 2.032
N 0.203 1.243 1.254
C 1.362 1.935 1.149
C 2.133 2.483 2.177
C 3.312 3.116 1.832
C 3.680 3.203 0.488
C 2.854 2.654 -0.470
N 1.716 2.025 -0.155
H 1.497 -2.338 7.305
H 2.620 -2.791 6.010
H 1.080 -3.632 6.169
H 0.374 -0.334 6.932
H -0.657 1.339 5.413
H 0.425 -1.058 2.065
H 1.404 -2.739 3.567
H 1.799 2.424 3.199
H 3.936 3.541 2.604
H 4.591 3.700 0.200
H 3.102 2.699 -1.523
C -3.136 5.708 -1.128
C -2.736 4.971 -2.244
C -2.106 3.764 -2.077
N -1.779 3.245 -0.854
C -2.220 3.952 0.227
C -2.890 5.148 0.126
H -3.623 6.664 -1.236
H -2.925 5.330 -3.246
H -1.805 3.148 -2.918
H -2.017 3.515 1.203
H -3.224 5.647 1.024
C -0.767 0.932 -2.204
Ge -0.644 -0.971 -2.448
C 1.143 -1.099 -1.591
C 2.170 -0.321 -2.117
C 3.421 -0.303 -1.531
C 3.652 -1.034 -0.376
C 2.631 -1.790 0.175
C 1.395 -1.840 -0.445
C -1.941 -1.841 -1.224
C -1.900 -1.438 0.104
C -2.713 -2.022 1.057
C -3.587 -3.030 0.684
C -3.670 -3.412 -0.643
C -2.858 -2.814 -1.593
C -0.456 -1.920 -4.198
C -0.661 -3.288 -4.330
C -0.451 -3.920 -5.543
C -0.003 -3.195 -6.636
C 0.247 -1.840 -6.505
C 0.010 -1.210 -5.297
H 1.983 0.263 -3.010
H 4.220 0.280 -1.972
H 4.632 -1.031 0.081
H 2.803 -2.355 1.084
H 0.619 -2.480 -0.045
H -1.221 -0.629 0.379
H -2.661 -1.690 2.085
H -4.205 -3.520 1.425
H -4.375 -4.178 -0.938
H -2.938 -3.114 -2.627
H -0.981 -3.871 -3.477
H -0.631 -4.983 -5.636
H 0.155 -3.687 -7.585
H 0.627 -1.274 -7.345
H 0.187 -0.148 -5.193
*
```

The value obtained for the relative energy (zero: lowest compared OMol25 entry of this formula, charge and spin) is 47.8 kcal per mole. Its LUMO energy (spin up / spin down) is 0.2 / 0.0 eV. The expectation value of S² is 2.143.